(1)
Computed, not measured: C31H49BeBrCl3CsF9N5NaO14PS as an isolated structure at a distorted geometry, with wB97M-V/def2-TZVPD.

For the molar mass, the calculation gives 1300.947 g/mol. The value obtained for the HOMO energy is -6.568 eV. Its HOMO-LUMO gap is 0.997 eV. The value obtained for the LUMO energy is -0.2047 Ha.

Structure (XYZ):
```
117
Properties=species:S:1:pos:R:3:forces:R:3:mulliken_charge:R:1
Cs -4.130 -0.533 -2.537 5.1 8.6 4.1 1.094
Br 3.318 12.034 6.655 -0.1 0.2 -0.2 -0.054
Cl 3.600 9.875 5.491 0.3 -0.6 0.6 -0.009
Cl -0.323 -0.010 -3.352 -5.8 -1.3 -1.1 -0.662
Cl 5.926 8.627 3.331 0.0 0.1 0.1 -0.165
S 2.247 2.832 -2.381 -2.4 3.3 -0.9 1.194
P 1.851 -0.537 2.323 -1.9 1.8 2.2 1.324
Na -1.316 5.132 -0.366 0.3 -0.3 0.1 0.964
F 2.791 2.598 -3.942 -0.3 0.2 2.8 -0.299
F 1.672 0.248 -2.902 6.8 2.9 3.7 -0.340
F 4.609 0.832 -0.563 -1.9 -0.1 -2.4 -0.278
F 1.981 4.442 -2.784 0.6 -2.3 0.6 -0.320
F 0.673 2.528 -2.950 2.7 0.8 1.0 -0.311
F 1.526 3.180 -0.876 1.4 0.0 -2.1 -0.330
F 3.733 3.286 -1.788 -2.3 -1.1 -1.1 -0.287
F 4.805 0.847 -2.861 -3.0 -0.2 2.6 -0.268
F 1.670 0.844 -0.680 2.4 0.1 -3.1 -0.217
O -8.659 0.128 1.063 -1.0 1.5 -4.8 -0.525
O 7.122 -0.805 -2.431 0.4 0.1 0.2 -0.601
O 0.355 5.965 0.505 -0.7 0.4 -0.5 -0.797
O 3.061 0.562 1.854 -0.6 -3.5 1.4 -0.408
O 1.347 4.876 2.085 -0.4 0.1 -0.2 -0.608
O 9.272 -1.131 -1.775 -0.5 0.4 -0.2 -0.636
O -1.573 -1.580 3.241 0.4 -0.9 -4.9 -0.586
O -1.944 6.255 7.216 0.0 0.2 0.1 -0.526
O -3.420 -4.035 0.168 3.2 4.1 0.9 -0.638
O 4.100 -5.801 2.644 -0.4 0.6 0.5 -0.485
O 2.469 6.227 0.850 -0.5 0.2 -0.1 -0.594
O 2.317 -1.510 3.677 -0.4 0.7 -3.9 -0.569
O -8.277 -0.101 -1.260 -2.0 0.4 2.0 -0.264
O 2.899 -4.246 3.572 0.3 -0.5 -0.1 -0.569
N 3.819 -5.052 3.563 0.1 -0.3 -0.5 0.799
N 0.620 0.371 2.872 1.2 0.7 -1.1 -0.768
N 1.397 5.688 1.150 1.5 -0.5 0.9 0.956
N 1.592 -3.456 -3.879 1.6 -1.5 -0.1 -0.115
N -2.763 -1.855 1.180 0.3 -3.5 1.1 -0.128
C -6.555 -2.811 -2.238 0.2 0.4 -0.8 -0.079
C -7.977 -2.151 -2.615 -0.5 -0.5 1.5 -0.542
C 3.608 -1.869 -0.397 -1.3 -1.7 -0.4 -0.608
C -2.489 4.180 6.115 -0.1 -0.1 -0.1 -0.785
C 2.116 -3.867 -2.539 -0.2 -0.1 2.1 -1.591
C -0.942 -4.515 -2.285 0.4 0.7 0.6 -0.963
C 1.182 -1.639 0.958 -1.2 -3.1 -2.9 0.128
C -1.047 -2.975 -0.032 4.1 0.7 -0.5 0.341
C 3.948 -1.179 -1.795 1.4 0.7 0.0 -0.650
C 2.425 1.030 -1.901 -1.7 -2.6 0.4 0.678
C -0.307 -2.062 1.000 -0.3 -1.2 -1.6 -0.314
C 8.551 1.054 -2.276 0.5 1.1 0.0 -0.664
C -0.208 -3.547 -1.211 0.8 1.0 2.3 0.476
C -1.507 -1.781 2.007 0.6 1.2 2.3 -0.179
C -8.602 -1.531 -1.242 0.5 -0.9 -0.7 -0.598
C -3.003 -3.815 -3.914 -0.1 0.8 0.6 -0.862
C -2.578 -3.113 0.386 0.5 -1.0 -0.8 0.288
C -8.901 0.522 -0.106 0.4 -0.4 2.7 0.577
C 1.321 -3.177 -1.298 -1.7 1.1 1.6 0.782
C 3.359 9.479 3.767 -0.5 0.2 -1.3 -0.302
C -4.020 -3.242 -2.786 -0.5 -1.1 -0.4 -0.446
C 2.033 -2.219 -0.253 -3.0 -0.7 0.5 -0.337
C 4.665 -5.118 4.783 0.3 -0.1 0.2 -0.732
C 1.755 -4.697 -4.748 0.7 -0.5 0.4 -0.856
C -9.942 1.722 -0.443 0.9 -0.8 -0.8 -0.806
C -5.386 -2.553 -3.380 -1.6 -2.6 0.1 -1.220
C 3.915 0.461 -1.763 3.0 -2.2 -0.3 1.084
C 8.291 -0.442 -2.147 -0.2 -1.4 0.1 0.521
C -1.513 5.335 6.219 -0.1 -0.3 0.3 -0.160
C 4.180 8.279 3.340 0.2 -0.2 0.3 -0.337
C -1.488 -3.552 -3.464 -0.1 -0.3 -0.8 0.305
Be -1.006 2.104 2.803 0.2 -0.7 -0.1 0.196
H 3.362 -1.571 -2.695 0.5 0.8 1.6 -0.174
H 4.008 7.421 3.993 0.0 0.1 -0.1 0.361
H 1.505 -4.467 -5.839 0.4 -0.3 1.6 0.277
H 2.189 -2.445 3.367 0.4 0.7 0.6 0.417
H 5.436 -5.872 4.634 -0.2 0.1 -0.1 0.293
H 3.239 -3.680 -2.388 -1.6 -0.3 -0.3 0.441
H 4.017 -5.388 5.617 0.0 0.2 -0.1 0.293
H 3.909 7.990 2.321 -0.2 0.1 0.1 0.169
H -0.512 4.978 6.480 0.0 -0.1 -0.2 0.236
H -3.199 -3.273 -4.921 0.4 -0.9 1.6 0.350
H -6.210 -2.407 -1.198 -0.5 -0.7 -1.8 0.224
H -0.203 -5.298 -2.676 -1.0 1.3 0.5 0.308
H 0.924 1.359 2.741 0.5 -0.8 0.1 0.216
H 9.583 1.302 -2.016 -0.1 -0.1 0.0 0.297
H -2.571 3.655 7.071 0.1 0.0 -0.1 0.333
H -4.370 -4.157 -2.168 0.6 1.8 -0.8 0.234
H -3.472 -2.136 1.882 0.0 0.7 -0.4 0.374
H -6.693 -3.956 -2.138 0.4 2.0 -0.1 0.235
H -8.114 -1.979 -0.308 -0.7 0.4 -1.4 0.363
H 2.313 -2.805 -4.263 -1.1 -0.3 0.4 0.279
H -0.841 -3.680 -4.417 -0.9 0.3 1.9 0.182
H 8.367 1.374 -3.305 -0.1 -0.1 0.1 0.223
H 3.604 10.365 3.177 0.1 -0.1 0.2 0.359
H -3.490 4.545 5.866 0.1 0.0 -0.1 0.265
H -9.733 -1.734 -1.182 1.6 0.7 -0.2 0.351
H -1.988 5.777 8.055 0.0 0.1 -0.2 0.298
H -3.233 -4.930 -4.044 0.4 1.6 0.0 0.262
H -1.369 -2.463 -3.102 -0.1 -1.5 -0.9 -0.340
H -5.254 -1.396 -3.572 -3.7 -6.0 -2.8 0.645
H 5.070 -1.432 -2.021 -1.8 0.9 0.4 0.348
H 3.917 0.193 2.203 -0.7 0.7 -0.5 0.339
H -5.688 -3.143 -4.313 0.4 1.0 1.2 0.245
H 2.296 9.267 3.637 0.1 0.0 0.2 0.326
H -9.644 2.675 0.115 -0.6 -1.6 -0.6 0.297
H -1.451 5.870 5.269 0.0 0.1 0.2 0.245
H -10.994 1.339 -0.164 1.8 0.8 -0.3 0.266
H -7.930 -1.361 -3.445 0.0 -1.0 1.4 0.347
H -1.786 -5.106 -1.758 1.3 1.2 -0.7 0.578
H -9.895 1.933 -1.577 -0.2 -0.4 1.9 0.259
H -8.726 -2.967 -2.940 1.4 1.3 0.3 0.364
H 5.109 -4.134 4.929 -0.2 -0.1 0.0 0.299
H 1.106 -5.577 -4.361 0.8 1.6 -0.7 0.278
H 4.010 -1.349 0.534 -0.7 -0.4 -1.6 0.148
H 7.883 1.604 -1.608 -0.1 -0.1 -0.1 0.158
H -3.504 -2.472 -2.079 -0.4 -3.6 -1.1 -0.099
H 1.968 -5.009 -2.384 0.2 1.9 -0.3 0.660
H 4.130 -2.908 -0.412 -0.8 1.8 0.0 0.425
H -2.172 3.469 5.348 0.0 0.0 0.1 0.045
H 2.852 -5.057 -4.602 -1.7 0.3 -0.8 0.378
```
Positions in Å, forces in eV/Å.

(2)
Computed, not measured: C31H49BrIrN2OP2 as an isolated structure at a distorted geometry, with wB97M-V/def2-TZVPD.

For the molar mass, the calculation gives 799.815 g/mol. Its expectation value of S² is 8.8249. The value obtained for the HOMO energy (alpha / beta) is -18.009 / -18.377 eV. Its HOMO-LUMO gap (alpha / beta) is 5.739 / 4.013 eV. Its energy relative to the best compared isomer or geometry (same formula, charge and spin) is 149.2 kcal per mole. Its multiplicity is 6. The value obtained for the LUMO energy (alpha / beta) is -0.4509 / -0.5279 Ha. As for the total charge: +4.

Structure (XYZ):
```
87
Properties=species:S:1:pos:R:3:forces:R:3:mulliken_spin:R:1
Ir -2.304 -0.841 -1.404 -2.2 1.3 -1.6 1.310
Br 2.680 0.251 -0.509 0.2 0.7 -1.9 0.368
P -0.417 -1.358 -2.125 5.4 -1.0 0.6 0.293
P -0.112 1.783 -1.324 1.2 3.4 -0.7 0.468
O 2.600 -1.194 1.884 -1.6 -0.9 0.2 0.003
N 4.577 -0.919 2.749 -2.2 0.1 -1.5 0.015
N -7.396 -2.209 2.893 2.5 0.8 -2.1 0.827
C 0.578 -0.445 -3.427 -1.4 0.2 -0.5 0.028
C -1.422 -0.847 0.844 0.3 -0.2 3.0 -0.078
C 1.255 2.572 -2.402 0.4 -1.2 0.1 0.054
C 3.473 -0.331 2.304 2.5 -0.6 0.5 -0.007
C -0.876 -2.047 1.429 -0.9 -0.2 -1.7 0.101
C -0.172 3.153 -0.048 -0.2 -0.7 0.7 0.093
C -7.320 -2.582 1.609 -1.4 -0.7 0.3 -0.007
C -5.376 -0.988 2.797 -0.5 -0.7 -1.1 0.135
C -6.265 -2.154 0.807 0.8 0.8 1.2 0.136
C 1.016 -2.246 -1.400 0.2 -0.5 0.5 0.099
C -1.703 -2.915 -1.958 0.2 0.1 -1.4 0.146
C 1.800 -3.168 -2.349 0.2 -0.3 -0.7 0.032
C -2.833 -0.821 0.439 -2.5 -0.2 4.0 -0.015
C 0.806 3.311 -3.640 -0.2 0.3 -0.1 0.020
C 4.109 1.691 4.560 -0.2 0.1 0.5 0.000
C -1.528 -3.389 -3.406 -0.9 -0.7 0.0 0.040
C 0.840 -1.249 -4.681 0.0 -0.3 -1.5 0.015
C 2.926 1.688 3.582 0.4 0.5 1.1 0.003
C 1.260 -0.943 1.696 -0.7 -1.0 0.1 0.092
C -0.732 0.331 1.235 -0.3 0.1 0.0 0.171
C 0.585 0.272 1.667 -0.8 1.2 -0.2 0.040
C 0.483 -2.122 1.673 0.1 0.5 -0.4 0.009
C -2.771 2.819 -1.627 -0.4 -0.1 0.1 0.003
C 4.622 0.280 4.903 0.1 0.0 0.2 0.001
C -5.227 -1.355 1.419 -2.3 -0.7 0.7 -0.011
C -0.136 4.607 -0.529 0.1 0.3 -0.3 0.035
C 3.389 1.126 2.247 -0.1 1.3 -0.1 0.003
C -1.718 1.924 -2.273 -0.2 -0.7 0.3 0.169
C -4.062 -1.002 0.722 3.1 0.6 -0.5 0.261
C -6.487 -1.467 3.504 -0.6 0.1 1.3 -0.010
C 5.435 -0.385 3.777 0.6 1.0 0.7 0.000
H 1.052 1.224 1.886 -0.1 -0.4 0.2 -0.019
H -0.853 4.824 -1.332 0.4 0.0 0.3 -0.003
H 4.692 -1.868 2.410 0.0 -0.2 0.6 0.000
H 5.286 0.338 5.780 -0.2 0.0 -0.3 0.000
H 4.421 1.414 1.993 -0.3 0.3 0.3 0.001
H -1.044 3.001 0.597 0.2 0.1 -0.2 -0.002
H -3.029 2.468 -0.614 0.1 0.2 -0.3 0.011
H 3.795 2.195 5.487 0.2 -0.2 -0.3 0.000
H 3.772 -0.363 5.197 0.3 0.1 -0.1 0.000
H 0.372 2.656 -4.395 0.0 0.0 0.0 0.000
H 1.882 -2.745 -3.364 0.1 -0.4 0.7 0.000
H 1.739 -1.447 -1.039 -0.8 -0.2 -0.5 0.030
H -6.252 -2.454 -0.240 0.0 0.1 0.3 0.012
H 1.937 1.751 -2.653 -0.1 0.3 -0.1 0.005
H -1.458 2.244 -3.292 -0.1 -0.2 0.2 -0.011
H -0.403 5.250 0.323 0.1 -0.2 -0.2 0.005
H 0.347 -2.223 -4.646 0.4 0.2 -0.3 -0.003
H 1.309 -4.160 -2.444 0.4 0.5 0.1 0.007
H -2.251 -4.186 -3.633 0.2 0.2 -0.1 0.014
H -2.470 3.872 -1.591 -0.2 -0.4 0.0 0.000
H 2.510 2.705 3.483 0.3 -0.4 -0.2 0.000
H -1.614 -2.871 1.485 1.1 0.0 -0.1 -0.002
H 4.936 2.276 4.129 -0.2 0.0 0.2 0.000
H 1.917 -1.402 -4.833 -0.4 0.0 0.0 0.000
H 1.496 -0.175 -2.923 0.2 -0.4 0.6 -0.007
H -1.456 -3.591 -1.120 0.1 0.5 -0.6 0.000
H 0.096 4.106 -3.411 0.0 0.0 -0.1 -0.004
H 0.755 -2.790 -0.490 -0.2 0.0 -0.4 -0.005
H 2.779 1.521 1.419 0.5 -0.6 0.7 0.002
H 2.120 1.082 4.020 0.1 0.0 -0.2 -0.001
H -3.689 2.753 -2.226 0.2 0.1 0.1 0.005
H 6.016 -1.230 4.156 0.0 0.2 -0.1 0.000
H 1.679 3.787 -4.100 -0.1 -0.1 0.1 0.008
H -4.670 -0.368 3.337 0.0 -0.1 -0.1 0.012
H -8.123 -3.233 1.223 0.4 0.3 0.2 0.026
H -0.525 -3.813 -3.565 -0.3 0.2 0.0 0.005
H -6.631 -1.240 4.576 0.0 -0.1 -0.6 0.028
H -1.326 1.260 1.289 0.7 -0.5 -0.2 -0.009
H 0.720 2.953 0.566 -0.2 0.1 -0.1 -0.005
H 6.112 0.369 3.347 0.1 -0.4 0.1 0.001
H -2.146 0.835 -2.350 0.3 1.7 -0.5 -0.004
H 0.096 0.513 -3.655 -0.2 -0.3 -0.1 0.005
H 0.460 -0.758 -5.594 0.1 0.0 0.5 -0.002
H 1.026 -3.053 1.639 -0.2 -0.4 0.8 -0.001
H 1.845 3.211 -1.732 -0.4 -0.2 0.1 0.000
H 2.849 -3.314 -1.998 -0.9 0.1 0.0 0.004
H -2.812 -2.501 -1.798 0.2 -1.5 -0.3 0.044
H -1.715 -2.541 -4.090 0.1 -0.6 0.1 0.010
H 0.874 4.888 -0.855 -0.4 0.0 0.0 0.002
```
Positions in Å, forces in eV/Å.